DFT (ωB97M-V with the def2-TZVPD basis set) results for a 13-piece molecular cluster, C49H96N2O12SSi overall in a non-equilibrium geometry.

## Properties
Orbital gap, Ha: 0.271
DFT total energy, eV: -98628.2560

Last columns: bonded neighbours and bond lengths (Å).
Geometry (Å):
1 C -4.156 1.508 1.036  C2 1.527, H42 1.105, H43 1.094, H44 1.106
2 C -3.373 1.974 -0.189  C1 1.527, C3 1.400, C16 1.398
3 C -1.997 2.167 -0.018  C2 1.400, C4 1.371, H45 1.094
4 C -1.215 2.544 -1.079  C3 1.371, C5 1.540, C14 1.416
5 C 0.300 2.694 -0.849  C4 1.540, C6 1.567, H46 1.102, H47 1.094
6 C 0.847 1.238 -1.039  C5 1.567, C7 1.537, H48 1.101, H49 1.104
7 C 2.335 1.144 -1.412  C6 1.537, C8 1.555, H50 1.098, H51 1.105
8 C 2.532 -0.290 -1.980  C7 1.555, N9 1.457, H52 1.103, H53 1.098
9 N 1.738 -0.393 -3.197  C8 1.457, C10 1.376, C13 1.350
10 C 1.879 0.381 -4.326  N9 1.376, C11 1.363, H54 1.087
11 C 0.924 0.011 -5.226  C10 1.363, C12 1.461, H55 1.090
12 C 0.116 -1.064 -4.655  C11 1.461, C13 1.369, H56 1.081
13 C 0.705 -1.229 -3.430  N9 1.350, C12 1.369, H57 1.094
14 C -1.733 2.793 -2.373  C4 1.416, C15 1.392, N41 1.421
15 C -3.103 2.605 -2.533  C14 1.392, C16 1.407, S34 1.787
16 C -3.913 2.192 -1.460  C2 1.398, C15 1.407, C17 1.526
17 C -5.398 1.947 -1.707  C16 1.526, C18 1.572, H58 1.096, H59 1.101
18 C -5.543 0.568 -2.449  C17 1.572, C19 1.547, H60 1.102, H61 1.102
19 C -5.054 -0.631 -1.603  C18 1.547, C20 1.562, H62 1.104, H63 1.102
20 C -3.683 -1.188 -2.103  C19 1.562, C21 1.556, H64 1.103, H65 1.108
21 C -2.917 -2.002 -1.021  C20 1.556, C22 1.560, H66 1.105, H67 1.104
22 C -1.561 -1.345 -0.614  C21 1.560, C23 1.543, H68 1.107, H69 1.107
23 C -1.216 -1.581 0.871  C22 1.543, C24 1.564, H70 1.104, H71 1.100
24 C 0.208 -1.038 1.221  C23 1.564, Si25 1.882, H72 1.105, H73 1.110
25 Si 1.174 -2.105 2.433  C24 1.882, C26 1.890, C27 1.912, C28 1.908
26 C 0.353 -2.298 4.124  Si25 1.890, H74 1.105, H75 1.101, H76 1.101
27 C 1.450 -3.791 1.574  Si25 1.912, H77 1.098, H78 1.099, H79 1.101
28 C 2.922 -1.421 2.775  Si25 1.908, C29 1.401, C33 1.390
29 C 4.077 -2.188 2.570  C28 1.401, C30 1.385, H80 1.091
30 C 5.350 -1.719 2.848  C29 1.385, C31 1.430, H81 1.094
31 C 5.545 -0.406 3.378  C30 1.430, C32 1.393, H82 1.091
32 C 4.387 0.346 3.563  C31 1.393, C33 1.387, H83 1.095
33 C 3.120 -0.139 3.273  C28 1.390, C32 1.387, H84 1.102
34 S -3.881 2.861 -4.122  C15 1.787, C35 1.787
35 C -2.483 3.118 -5.205  S34 1.787, C36 1.389, C40 1.383
36 C -2.752 3.196 -6.566  C35 1.389, C37 1.387, H85 1.094
37 C -1.749 3.433 -7.494  C36 1.387, C38 1.397, H86 1.088
38 C -0.455 3.599 -6.995  C37 1.397, C39 1.378, H87 1.093
39 C -0.193 3.497 -5.646  C38 1.378, C40 1.402, H88 1.095
40 C -1.202 3.255 -4.703  C35 1.383, C39 1.402, N41 1.412
41 N -0.796 3.219 -3.351  C14 1.421, C40 1.412, H89 1.011
42 H -4.200 2.262 1.842  C1 1.105
43 H -5.157 1.132 0.804  C1 1.094
44 H -3.593 0.650 1.449  C1 1.106
45 H -1.544 1.983 0.960  C3 1.094
46 H 0.436 2.985 0.204  C5 1.102
47 H 0.762 3.415 -1.531  C5 1.094
48 H 0.616 0.710 -0.100  C6 1.101
49 H 0.193 0.795 -1.810  C6 1.104
50 H 2.590 1.931 -2.133  C7 1.098
51 H 2.951 1.204 -0.497  C7 1.105
52 H 2.056 -0.984 -1.267  C8 1.103
53 H 3.588 -0.557 -2.122  C8 1.098
54 H 2.620 1.170 -4.425  C10 1.087
55 H 0.726 0.437 -6.209  C11 1.090
56 H -0.735 -1.558 -5.103  C12 1.081
57 H 0.365 -1.950 -2.680  C13 1.094
58 H -5.971 1.862 -0.777  C17 1.096
59 H -5.853 2.728 -2.336  C17 1.101
60 H -6.601 0.429 -2.722  C18 1.102
61 H -4.954 0.577 -3.381  C18 1.102
62 H -5.819 -1.424 -1.676  C19 1.104
63 H -4.953 -0.409 -0.528  C19 1.102
64 H -3.095 -0.377 -2.563  C20 1.103
65 H -3.939 -1.889 -2.923  C20 1.108
66 H -2.673 -3.017 -1.379  C21 1.105
67 H -3.563 -2.060 -0.127  C21 1.104
68 H -1.684 -0.264 -0.821  C22 1.107
69 H -0.737 -1.671 -1.278  C22 1.107
70 H -1.356 -2.642 1.144  C23 1.104
71 H -1.935 -0.966 1.433  C23 1.100
72 H 0.115 0.016 1.540  C24 1.105
73 H 0.787 -1.009 0.275  C24 1.110
74 H 1.139 -2.679 4.801  C26 1.105
75 H -0.482 -3.011 4.052  C26 1.101
76 H 0.013 -1.332 4.529  C26 1.101
77 H 2.362 -3.739 0.966  C27 1.098
78 H 1.490 -4.550 2.367  C27 1.099
79 H 0.612 -3.955 0.878  C27 1.101
80 H 4.010 -3.203 2.174  C29 1.091
81 H 6.234 -2.349 2.712  C30 1.094
82 H 6.527 -0.005 3.633  C31 1.091
83 H 4.538 1.346 3.981  C32 1.095
84 H 2.277 0.543 3.469  C33 1.102
85 H -3.761 3.074 -6.969  C36 1.094
86 H -1.937 3.509 -8.563  C37 1.088
87 H 0.369 3.823 -7.677  C38 1.093
88 H 0.840 3.638 -5.311  C39 1.095
89 H -0.256 4.027 -3.072  N41 1.011
90 C 8.807 -2.454 5.071  O91 1.430, H92 1.087, H93 1.089, H94 1.092
91 O 8.826 -1.625 3.906  C90 1.430, H95 0.961
92 H 8.077 -2.046 5.764  C90 1.087
93 H 8.521 -3.471 4.806  C90 1.089
94 H 9.790 -2.460 5.546  C90 1.092
95 H 9.478 -1.993 3.303  O91 0.961
96 C -2.878 -0.795 4.394  O97 1.426, H98 1.088, H99 1.093, H100 1.093
97 O -3.257 -1.668 3.332  C96 1.426, H101 0.962
98 H -2.002 -0.233 4.077  C96 1.088
99 H -3.690 -0.098 4.617  C96 1.093
100 H -2.631 -1.372 5.289  C96 1.093
101 H -4.032 -2.157 3.625  O97 0.962
102 C -5.108 -5.103 -1.367  O103 1.424, H104 1.088, H105 1.093, H106 1.093
103 O -4.979 -4.362 -2.577  C102 1.424, H107 0.962
104 H -4.733 -4.491 -0.550  C102 1.088
105 H -6.158 -5.344 -1.182  C102 1.093
106 H -4.525 -6.026 -1.424  C102 1.093
107 H -5.316 -4.921 -3.284  O103 0.962
108 C -2.033 -4.283 -2.903  O109 1.423, H110 1.088, H111 1.094, H112 1.093
109 O -2.231 -3.282 -3.895  C108 1.423, H113 0.965
110 H -1.260 -4.963 -3.254  C108 1.088
111 H -1.710 -3.824 -1.964  C108 1.094
112 H -2.958 -4.842 -2.740  C108 1.093
113 H -2.918 -2.688 -3.568  O109 0.965
114 C 2.332 3.216 5.289  O115 1.425, H116 1.088, H117 1.092, H118 1.093
115 O 1.368 2.296 4.782  C114 1.425, H119 0.963
116 H 2.482 3.006 6.346  C114 1.088
117 H 3.280 3.098 4.761  C114 1.092
118 H 1.973 4.241 5.174  C114 1.093
119 H 1.246 2.497 3.849  O115 0.963
120 C 1.359 -0.454 7.322  O121 1.425, H122 1.088, H123 1.095, H124 1.092
121 O 0.364 -1.267 7.939  C120 1.425, H125 0.961
122 H 0.880 0.173 6.571  C120 1.088
123 H 1.841 0.186 8.068  C120 1.095
124 H 2.107 -1.086 6.839  C120 1.092
125 H 0.806 -1.812 8.596  O121 0.961
126 C -3.054 -1.056 -7.129  O127 1.424, H128 1.088, H129 1.093, H130 1.094
127 O -4.133 -1.751 -6.511  C126 1.424, H131 0.964
128 H -3.462 -0.363 -7.863  C126 1.088
129 H -2.493 -0.496 -6.376  C126 1.093
130 H -2.395 -1.769 -7.632  C126 1.094
131 H -3.750 -2.357 -5.869  O127 0.964
132 C -0.679 6.587 -1.491  O133 1.422, H134 1.088, H135 1.096, H136 1.093
133 O -1.030 5.520 -0.619  C132 1.422, H137 0.966
134 H -0.236 7.384 -0.898  C132 1.088
135 H 0.050 6.247 -2.235  C132 1.096
136 H -1.568 6.969 -1.998  C132 1.093
137 H -1.421 4.821 -1.160  O133 0.966
138 C 4.881 -1.713 6.984  O139 1.423, H140 1.088, H141 1.093, H142 1.094
139 O 3.916 -2.630 6.480  C138 1.423, H143 0.966
140 H 5.033 -1.914 8.042  C138 1.088
141 H 5.826 -1.843 6.451  C138 1.093
142 H 4.519 -0.688 6.858  C138 1.094
143 H 3.798 -2.434 5.542  O139 0.966
144 C 8.024 -5.479 7.713  O145 1.425, H146 1.088, H147 1.093, H148 1.093
145 O 8.821 -4.566 6.963  C144 1.425, H149 0.962
146 H 7.023 -5.063 7.804  C144 1.088
147 H 7.968 -6.442 7.199  C144 1.093
148 H 8.447 -5.619 8.711  C144 1.093
149 H 9.702 -4.946 6.891  O145 0.962
150 C -0.059 3.940 -10.853  O151 1.425, H152 1.088, H153 1.093, H154 1.093
151 O -0.363 5.041 -10.001  C150 1.425, H155 0.962
152 H 0.553 3.234 -10.295  C150 1.088
153 H -0.979 3.443 -11.172  C150 1.093
154 H 0.496 4.282 -11.729  C150 1.093
155 H -0.904 5.654 -10.507  O151 0.962
156 C -3.268 4.382 3.710  O157 1.426, H158 1.088, H159 1.093, H160 1.093
157 O -3.112 2.971 3.580  C156 1.426, H161 0.962
158 H -4.146 4.684 3.143  C156 1.088
159 H -3.408 4.651 4.760  C156 1.093
160 H -2.390 4.897 3.313  C156 1.093
161 H -2.332 2.722 4.086  O157 0.962